1.
106
Properties=species:S:1:pos:R:3:mulliken_charge:R:1 method="wB97M-V/def2-TZVPD" energy_ha=-2010.8927 fmax_ev_per_a=0.7 e_above_lowest_kcal_mol=0.00 orbital_gap_ev=9.404 homo_energy_ev=-8.91
C 4.060 0.338 -6.026 -0.6624
C 2.924 1.318 -6.023 1.3462
C 1.811 1.169 -5.314 -0.9568
C 1.443 0.017 -4.430 -0.1078
H 2.294 -0.639 -4.252 -0.7295
H 0.683 -0.572 -4.953 0.5362
C 0.855 0.447 -3.079 -0.7643
H 0.227 1.329 -3.212 0.6000
H 0.227 -0.366 -2.711 0.4979
C 1.919 0.743 -2.007 -0.2078
C 2.985 1.702 -2.540 -2.2024
H 3.689 1.163 -3.166 0.1804
H 3.533 2.181 -1.731 0.5920
H 2.521 2.475 -3.143 0.4854
C 1.310 1.317 -0.699 0.7336
H 2.105 1.217 0.050 0.6449
C 0.903 2.805 -0.825 -1.1735
H 1.695 3.455 -0.455 0.2913
H 0.735 3.067 -1.868 0.3043
C -0.396 3.000 -0.021 -1.1516
H -1.230 3.126 -0.707 0.3265
H -0.351 3.888 0.607 0.4750
C -0.539 1.722 0.821 0.7143
C 0.394 1.923 2.031 -1.9644
H -0.034 2.628 2.737 0.3988
H 0.616 1.004 2.562 0.3033
H 1.337 2.347 1.701 0.6188
C 0.031 0.660 -0.144 -0.3125
C 0.132 -0.703 0.536 1.4866
H 0.912 -0.674 1.313 -0.1076
C -1.211 -1.102 1.162 -1.9001
H -1.854 -1.404 0.336 -0.0301
H -1.027 -1.992 1.761 0.6032
C -1.869 -0.014 2.022 -0.4167
H -1.175 0.196 2.839 1.2151
C -1.996 1.314 1.227 2.0260
C -2.893 1.169 -0.013 -2.2622
H -3.933 1.115 0.281 0.7016
H -2.795 2.033 -0.665 0.4086
H -2.670 0.282 -0.594 0.2036
C -2.634 2.396 2.115 -1.9357
C -3.898 1.924 2.826 -1.2109
H -4.694 1.730 2.108 0.2840
H -4.240 2.733 3.472 0.6029
C -3.598 0.682 3.665 -0.2185
H -2.705 0.924 4.258 0.7736
C -4.685 0.383 4.729 1.6903
C -6.084 0.124 4.161 -2.2339
H -6.154 -0.821 3.635 0.3281
H -6.363 0.919 3.475 0.3442
H -6.811 0.124 4.972 0.6747
C -4.803 1.575 5.695 -2.2859
H -3.823 1.965 5.958 0.3729
H -5.398 2.378 5.268 0.4776
H -5.290 1.240 6.608 0.5078
C -4.193 -0.818 5.579 -0.5366
C -3.821 -2.020 4.715 -0.9579
C -2.755 -1.667 3.685 -1.4214
H -2.549 -2.557 3.089 0.4777
H -1.840 -1.402 4.221 0.4226
C -3.161 -0.501 2.759 1.9894
C -4.247 -1.007 1.801 -2.1067
H -4.782 -1.846 2.234 0.5046
H -4.977 -0.244 1.559 0.3518
H -3.809 -1.362 0.875 0.3667
H -4.719 -2.410 4.230 0.2819
H -3.444 -2.811 5.368 0.3698
O -5.112 -1.181 6.585 -0.6181
H -5.897 -1.542 6.157 0.4377
H -3.303 -0.494 6.132 0.5677
H -1.935 2.712 2.889 0.2621
H -2.861 3.270 1.501 0.4459
O 0.450 -1.739 -0.381 -0.8335
H 1.131 -1.387 -0.986 -0.0851
H -0.669 0.559 -0.973 0.6496
O 2.479 -0.566 -1.704 0.6359
C 3.804 -0.710 -1.250 -0.7557
O 4.608 -1.230 -2.262 -0.3835
C 4.632 -2.653 -2.418 0.2846
C 4.678 -2.956 -3.918 -0.6834
O 5.835 -2.439 -4.517 -0.6231
H 5.944 -1.533 -4.201 0.3595
H 4.694 -4.037 -4.062 0.4731
H 3.774 -2.545 -4.392 0.1483
C 3.434 -3.316 -1.743 0.6898
O 3.460 -4.698 -1.993 -0.6414
H 2.894 -5.115 -1.328 0.4565
C 3.521 -3.047 -0.232 -0.6326
C 3.818 -1.554 0.039 0.2884
O 5.080 -1.348 0.624 -0.5970
H 5.152 -1.898 1.414 0.5309
H 3.031 -1.159 0.702 -0.1556
O 2.397 -3.528 0.450 -0.7520
H 1.602 -3.017 0.185 0.6196
H 4.366 -3.638 0.150 0.6220
H 2.506 -2.880 -2.144 -0.4020
H 5.556 -3.030 -1.955 0.2477
H 4.249 0.260 -1.003 0.6685
H 1.041 1.928 -5.392 0.2394
C 3.126 2.510 -6.913 -1.7478
H 3.340 2.184 -7.930 0.3925
H 2.247 3.149 -6.929 0.3799
H 3.977 3.097 -6.568 0.3393
H 4.990 0.836 -6.291 0.4193
H 4.186 -0.135 -5.056 -0.2321
H 3.882 -0.449 -6.759 0.3272

***

2.
59
Properties=species:S:1:pos:R:3:mulliken_charge:R:1 method="wB97M-V/def2-TZVPD" energy_ha=-6658.4710 fmax_ev_per_a=0.4 e_above_lowest_kcal_mol=2.23 orbital_gap_ev="6.407 / 6.996" s2=0.770 multiplicity=2 homo_energy_ev="-8.67 / -8.92"
Mo -0.443 0.077 -0.035 -1.5563
C 4.552 1.047 2.865 -1.0462
C 3.459 1.855 2.209 -0.2329
O 2.159 1.550 2.784 -0.3615
P 1.362 0.231 2.501 1.1367
S -0.610 0.645 2.345 -0.3748
S 1.831 -0.702 0.809 -0.3505
O 1.665 -0.643 3.777 -0.2925
C 1.044 -1.954 3.926 0.3191
C 2.106 -2.935 4.350 -1.3247
H 5.519 1.354 2.464 0.4096
H 4.428 -0.018 2.667 0.2620
H 4.556 1.205 3.943 0.2965
H 3.402 1.676 1.134 0.2936
H 3.578 2.921 2.382 0.3407
H 0.588 -2.248 2.980 -0.1826
H 0.259 -1.839 4.672 0.3035
H 2.859 -3.044 3.569 0.2832
H 1.653 -3.911 4.530 0.4020
H 2.592 -2.605 5.267 0.3484
S -0.589 0.359 -2.327 -0.3391
C -0.057 1.941 -2.792 1.0868
C -0.060 2.327 -4.133 -0.9487
C 0.369 3.594 -4.483 0.3964
C 0.366 3.985 -5.864 -0.2082
N 0.368 4.294 -6.970 -0.4818
C 0.805 4.489 -3.485 0.5800
C 0.808 4.103 -2.158 -1.0235
C 0.377 2.823 -1.804 0.4434
S 0.368 2.309 -0.150 -0.3657
C 1.251 5.809 -3.833 -0.2414
N 1.600 6.869 -4.105 -0.4845
H -0.398 1.641 -4.897 0.5625
H 1.142 4.795 -1.397 0.5433
Br -7.116 0.915 0.998 -0.1926
C -5.255 0.691 0.739 0.1178
C -4.433 1.804 0.701 -0.6790
C -3.069 1.638 0.515 0.4433
C -2.516 0.366 0.343 0.9175
C -3.366 -0.738 0.404 0.0560
C -4.731 -0.582 0.598 -0.8367
H -4.850 2.795 0.819 0.4452
H -2.438 2.517 0.492 0.3540
H -2.974 -1.738 0.318 0.2506
H -5.378 -1.447 0.640 0.4661
F -2.332 -2.336 -2.421 -0.2244
C -1.857 -3.392 -1.769 0.3177
F -1.706 -4.394 -2.636 -0.2703
F -2.777 -3.764 -0.869 -0.2580
C -0.515 -3.030 -1.060 0.6719
O -0.617 -1.809 -0.466 1.1967
C -0.218 -4.069 0.068 0.4555
F -0.970 -3.808 1.140 -0.2281
F 1.062 -3.994 0.447 -0.2391
F -0.467 -5.319 -0.320 -0.2626
C 0.640 -3.069 -2.114 0.0186
F 1.689 -2.368 -1.686 -0.2162
F 0.246 -2.543 -3.275 -0.2433
F 1.041 -4.322 -2.344 -0.2535

***

3.
97
Properties=species:S:1:pos:R:3:mulliken_charge:R:1 method="wB97M-V/def2-TZVPD" energy_ha=-2131.1069 fmax_ev_per_a=1.9 e_above_lowest_kcal_mol=0.00 orbital_gap_ev=9.230 homo_energy_ev=-9.16 smiles=COC[C@H](C)N.OCCO.OCCO.OCCO.OCCO.OCCO.OCCO.OCCO.OCCO
C -2.472 2.105 -1.427 -0.1245
O -3.788 2.161 -0.955 -0.4942
C -3.866 1.823 0.419 0.0132
C -5.342 1.724 0.795 0.1479
C -5.687 1.839 2.262 -1.4097
N -5.844 0.458 0.220 -0.6503
H -1.861 2.924 -1.031 0.2613
H -2.394 2.117 -2.515 0.2428
H -1.968 1.172 -1.143 -0.0765
H -3.347 0.885 0.648 -0.2382
H -3.328 2.608 0.965 0.4295
H -5.800 2.567 0.263 0.3568
H -5.096 2.660 2.668 0.3695
H -5.304 0.940 2.753 0.3114
H -6.761 1.934 2.392 0.3856
H -6.841 0.411 0.407 0.2280
H -5.734 0.518 -0.787 0.2196
O 3.124 4.730 2.115 -0.5991
C 1.955 5.365 1.594 -0.5869
C 1.415 4.821 0.309 -0.4050
O 0.705 3.618 0.549 -0.2577
H 3.601 5.427 2.573 0.3047
H 1.162 5.314 2.354 0.2751
H 2.120 6.446 1.558 0.5035
H 2.229 4.682 -0.409 0.2867
H 0.707 5.507 -0.164 0.2895
H 0.989 2.907 -0.044 0.1000
O 0.355 1.238 -5.325 -0.5805
C 1.333 2.023 -4.643 -0.5167
C 0.624 2.953 -3.669 0.7156
O -0.278 3.806 -4.365 -0.5844
H 0.765 0.975 -6.155 0.2701
H 2.055 1.378 -4.129 0.2504
H 1.944 2.610 -5.334 0.4432
H 1.331 3.615 -3.171 0.2850
H 0.127 2.366 -2.891 -0.6427
H -0.778 3.234 -4.961 0.3686
O 2.923 -4.859 1.778 -0.4318
C 2.139 -6.078 1.768 -0.6797
C 0.672 -5.680 1.638 -0.2339
O 0.452 -5.094 0.378 -0.4794
H 3.288 -4.868 0.889 0.2468
H 2.415 -6.673 0.895 0.3095
H 2.266 -6.718 2.643 0.3440
H 0.339 -5.040 2.457 0.2902
H 0.108 -6.621 1.730 0.3147
H -0.026 -4.265 0.542 0.4265
O -1.358 -3.046 0.887 -0.3818
C -2.605 -2.972 1.555 -0.6089
C -3.626 -2.191 0.740 0.5627
O -4.647 -1.660 1.570 -0.6042
H -1.079 -2.115 0.812 0.2469
H -2.992 -3.968 1.786 0.3341
H -2.418 -2.549 2.548 0.3495
H -4.010 -2.874 -0.025 0.1517
H -3.074 -1.400 0.222 -0.3835
H -4.922 -0.842 1.097 0.4138
O -1.038 -0.452 -3.552 -0.3965
C -0.657 -1.724 -4.058 -0.3145
C -1.277 -2.814 -3.184 -0.0825
O -0.948 -4.093 -3.687 -0.5251
H -0.652 0.214 -4.141 0.2668
H -1.004 -1.837 -5.091 0.4927
H 0.425 -1.891 -4.074 0.2434
H -2.358 -2.683 -3.055 0.2261
H -0.949 -2.666 -2.152 -0.1046
H -1.446 -4.192 -4.503 0.3353
O 4.109 -0.663 0.099 -0.5262
C 4.136 -1.641 1.132 -0.4898
C 5.614 -1.941 1.515 -0.6380
O 6.284 -2.613 0.481 -0.5659
H 4.094 -1.174 -0.715 0.3578
H 3.547 -1.306 1.986 0.2403
H 3.692 -2.563 0.750 0.4560
H 5.645 -2.605 2.378 0.3966
H 6.034 -0.949 1.699 0.3274
H 6.582 -1.962 -0.161 0.3116
O 0.202 1.579 2.468 -0.4205
C 0.982 1.224 3.612 -0.5627
C 2.407 1.740 3.427 -0.2552
O 2.547 3.061 3.919 -0.6687
H 0.389 2.511 2.296 0.1629
H 0.571 1.759 4.474 0.3183
H 0.917 0.164 3.851 0.4715
H 2.728 1.684 2.384 0.2000
H 3.034 1.028 3.980 0.2761
H 2.824 3.676 3.205 0.4668
O 1.848 1.208 -0.493 -0.1933
C 1.004 0.183 -1.039 0.2757
C 0.720 -0.874 0.022 0.6908
O -0.378 -0.517 0.862 -0.5861
H 2.749 0.866 -0.429 0.1313
H 0.156 0.684 -1.499 -0.6606
H 1.558 -0.276 -1.868 0.1736
H 1.629 -0.957 0.622 -0.3666
H 0.541 -1.864 -0.399 0.2790
H -0.156 0.329 1.299 0.1779

***

4.
85
Properties=species:S:1:pos:R:3:mulliken_charge:R:1 method="wB97M-V/def2-TZVPD" energy_ha=-2305.7978 fmax_ev_per_a=2.6 total_charge=+2 orbital_gap_ev=1.419 homo_energy_ev=-12.38
C 7.672 -3.422 1.049 -1.2456
C 6.490 -3.826 0.140 -0.4744
C 5.243 -2.943 0.380 -0.9673
C 4.818 -2.169 -0.877 -0.5639
C 5.574 -0.858 -1.011 -0.6693
C 5.119 -0.003 -2.192 -1.0615
C 3.617 0.338 -2.029 1.2543
C 3.295 1.776 -2.423 -2.3756
N 2.065 2.327 -1.840 0.2057
C 2.035 2.269 -0.353 -0.8370
C 3.347 2.653 0.299 -0.6778
C 3.221 2.985 1.790 -1.2613
C 2.313 2.068 2.618 -0.8071
C 2.511 0.567 2.377 0.1428
C 1.239 -0.296 2.486 -1.3005
C 0.003 0.213 1.725 0.3557
C -1.268 0.179 2.597 -1.3431
C 0.939 1.952 -2.447 0.7722
S 0.747 0.809 -3.609 -0.1398
S -0.516 2.861 -1.983 -0.1383
C -1.820 1.604 -1.893 -0.6676
C -3.188 2.277 -1.823 -1.4556
C -4.298 1.234 -1.955 -0.8800
C -4.950 0.775 -0.674 0.6979
C -4.480 1.163 0.607 -0.7840
C -5.080 0.760 1.758 -0.8276
C -6.187 -0.076 1.745 0.4558
N -6.764 -0.509 2.919 -0.5398
C -7.734 -1.367 2.768 -0.5861
C -8.142 -1.743 1.492 0.0429
N -7.687 -1.295 0.383 -0.2250
C -6.651 -0.444 0.480 0.9970
C -6.046 -0.007 -0.720 -0.2919
C -6.750 -0.483 -1.997 -0.6400
C -6.875 -1.965 -1.991 -0.4802
N -8.050 -2.492 -2.136 -0.5218
H 7.538 -2.417 1.431 0.3453
H 7.748 -4.104 1.886 0.3627
H 8.611 -3.467 0.508 0.2961
H 6.762 -3.788 -0.908 0.3663
H 6.227 -4.842 0.406 0.3751
H 4.416 -3.610 0.608 0.3931
H 5.371 -2.260 1.212 0.3814
H 4.952 -2.805 -1.748 0.3284
H 3.748 -1.992 -0.772 0.3881
H 6.626 -1.116 -1.134 0.4941
H 5.503 -0.302 -0.078 0.2421
H 5.285 -0.562 -3.103 0.4610
H 5.663 0.937 -2.151 0.4301
H 3.071 -0.349 -2.676 0.4835
H 3.343 0.086 -1.011 -0.5884
H 3.236 1.814 -3.504 0.5691
H 4.146 2.396 -2.173 0.5357
H 1.806 1.242 -0.083 0.2828
H 1.224 2.856 0.055 1.0042
H 3.720 3.541 -0.206 0.5603
H 4.096 1.882 0.162 -0.0804
H 4.229 2.996 2.189 0.4388
H 2.857 4.006 1.872 0.3868
H 2.569 2.253 3.656 0.5067
H 1.286 2.402 2.505 0.3593
H 3.178 0.209 3.154 0.6001
H 3.005 0.337 1.436 -0.4524
H 1.488 -1.265 2.065 0.3424
H 0.999 -0.458 3.531 0.4548
H -0.185 -0.434 0.871 0.4710
H 0.118 1.218 1.334 -0.1564
H -1.975 0.955 2.328 0.0992
H -1.739 -0.791 2.466 0.3431
H -1.019 0.248 3.648 0.4948
H -1.619 0.999 -1.013 0.2792
H -1.816 0.947 -2.751 0.6142
H -3.254 2.919 -2.695 0.5028
H -3.278 2.904 -0.947 0.6366
H -5.096 1.669 -2.553 0.6085
H -3.957 0.372 -2.521 0.5859
H -3.629 1.813 0.685 0.1881
H -4.676 1.072 2.704 0.5644
H -8.200 -1.799 3.636 0.4170
H -8.948 -2.483 1.390 0.3541
H -6.278 -0.097 -2.891 0.4352
H -7.779 -0.154 -1.913 0.4481
H -6.020 -2.602 -1.798 0.4469
H -8.734 -1.752 -2.334 0.3769
Pt -8.382 -3.536 -0.435 0.8613